Record 1
DFT (ωB97M-V/def2-TZVPD) results for 9 unconnected molecules or ions with the total composition C50H126N8O18.

```
202
Properties=species:S:1:pos:R:3
H 6.480 -6.632 6.835
O -12.908 -17.533 -0.887
H 3.884 -3.352 -9.428
C 8.728 10.729 2.604
H 8.111 11.608 1.058
H 0.641 3.735 7.882
H -11.003 -16.090 0.942
H -13.119 -17.256 1.068
C -14.011 -18.475 -0.995
C -1.973 2.401 -10.280
H 3.364 9.650 -1.574
O 8.232 8.413 1.865
H 7.982 15.240 -0.409
H 10.167 12.724 0.208
H 10.664 12.465 1.734
H -1.704 1.085 -11.638
H 3.318 -8.091 7.977
C -2.179 6.700 11.844
H 6.855 -9.769 4.219
C 0.391 4.993 10.820
H 1.128 5.407 8.045
N -1.538 11.119 -0.841
H -0.756 8.208 2.664
C 6.176 -7.163 3.693
H 7.245 15.449 1.181
H -10.934 -12.460 -0.862
H -0.284 2.571 -1.878
C -0.854 8.924 0.148
H 0.360 -1.788 -0.428
H -2.114 5.255 10.496
H -6.381 -2.315 -1.275
H 2.035 4.092 8.992
H -1.132 -3.889 -0.827
H -6.300 4.122 3.886
O 1.443 10.160 -2.252
H -0.396 4.666 12.902
H 5.056 -8.498 7.994
C 5.835 -9.605 3.871
O 4.312 -3.980 -7.649
H 2.155 0.372 -14.134
H -9.856 -14.303 -2.030
H -13.898 -16.038 0.048
H 6.365 14.730 -0.285
H 2.025 -8.352 -4.852
H 1.668 -8.621 -7.149
H 1.082 12.025 -2.799
H 2.538 -8.192 -9.373
H 6.499 7.699 0.894
H 9.733 10.557 2.989
H 4.333 -5.697 -9.679
C 2.564 1.382 -14.164
H 0.774 9.046 2.130
H -10.747 -13.050 0.738
O 0.019 4.602 9.494
H 0.132 3.421 -11.502
H 0.480 1.122 -2.489
H 8.649 13.808 2.557
H -1.369 3.228 -9.908
H -2.623 9.462 -1.029
H 2.292 10.221 -0.463
O -2.581 0.136 -9.882
O 7.766 13.516 0.695
H -6.983 4.228 5.955
C 7.356 7.371 1.483
H 4.986 -5.784 2.752
C 2.589 10.413 -1.494
H 0.207 9.013 -0.089
H -7.134 2.579 4.598
N 4.775 -5.349 4.885
C -8.265 -13.138 0.886
H -2.923 6.106 13.798
H -12.238 -14.929 0.940
H -2.291 -1.774 -9.258
H 7.094 -7.323 4.259
H -3.601 -4.426 -0.337
H 4.466 -6.240 5.247
O 3.431 -7.927 -6.220
C -0.142 11.663 -0.971
C -2.298 6.926 13.443
C 4.294 -7.856 7.552
O -0.998 7.028 13.999
H -1.548 7.169 15.990
C -0.485 1.557 -2.226
H 3.330 -9.587 -4.986
H 6.344 -7.352 2.633
H 2.809 -5.970 -7.645
H -0.812 0.943 -9.133
C -2.977 -0.947 -9.075
C 9.734 12.438 1.167
H 7.897 6.708 0.807
C -0.277 9.150 2.400
O -4.860 1.300 5.031
C -6.262 3.226 4.505
H 4.209 -8.170 6.511
H 2.415 1.868 -15.129
C 7.712 9.540 2.603
H -3.100 -0.854 -7.996
H 8.282 11.533 3.190
H 4.770 -3.106 -6.036
O -6.166 3.733 5.855
C 8.938 13.658 1.517
H -4.041 3.035 4.204
H -5.154 2.162 3.186
C -3.382 -3.691 -1.111
H 3.329 -2.333 -6.744
C -10.247 -13.024 -0.230
H -9.520 -15.085 -0.515
H 6.570 -4.555 5.750
O -1.374 0.871 -1.387
H 9.563 14.496 1.207
H -8.617 -13.296 1.905
H -11.476 -15.763 -1.626
C 4.293 -2.793 -6.964
H 6.927 6.786 2.296
H -3.133 6.889 11.353
C 0.580 1.946 -12.988
C 3.088 -8.525 -5.022
H -1.300 -0.279 0.426
H 0.185 7.647 15.556
C 7.280 14.805 0.303
H 0.412 -1.152 -2.033
C -0.259 -1.313 -1.189
C -11.776 -15.676 0.294
H 4.888 -2.174 -7.636
H 0.299 0.401 -0.123
C -0.054 2.355 -11.634
C 2.740 -8.534 -7.322
C 3.332 -5.283 -9.554
H -0.309 10.831 -3.015
H 3.181 11.322 -1.600
C 1.098 4.450 8.566
H -2.252 -1.457 -1.828
H -7.442 -12.434 1.006
C -0.866 7.615 15.267
H 3.645 1.317 -14.042
C 5.562 -4.826 6.065
H -13.952 -19.353 -0.352
C 5.696 -5.945 7.153
H -6.063 -3.915 -1.396
H 4.131 -7.859 -8.920
N -1.495 -2.063 -1.545
N 9.015 11.211 1.271
H -1.063 8.687 15.241
O 1.956 2.147 -13.096
H -0.793 3.535 11.691
H 0.521 6.074 10.875
O -8.992 -12.373 -0.091
H 0.566 1.920 -10.850
H -1.144 9.305 -1.897
H 6.041 -5.522 8.096
H -14.868 -17.825 -0.820
O 4.397 -6.477 7.541
H 7.467 9.117 3.578
H 3.617 -8.050 -4.195
C -10.155 -14.332 -0.983
H -1.399 7.199 11.269
C -1.960 -3.182 -0.770
H 5.165 -3.901 6.482
C 5.554 -5.741 3.681
H -0.429 9.766 3.286
H 2.406 -3.716 -8.501
H -2.911 7.802 13.654
H -4.636 1.707 5.871
C 3.413 -4.056 -8.743
H 1.396 4.678 11.098
N -1.991 5.242 11.498
H -5.701 -2.921 -2.770
H 5.716 -9.697 2.792
H -0.372 12.728 -0.942
H -14.030 -18.820 -2.029
H -3.834 -1.519 -9.432
C -1.552 9.649 -0.947
C 0.500 11.202 -2.386
H 0.126 2.641 -13.694
C -0.683 0.030 -0.417
H -1.053 7.853 0.186
O -4.323 -2.564 -1.242
H -3.019 2.656 -10.106
O -1.065 9.638 1.341
H 6.384 -5.049 3.537
H 5.212 -10.316 4.414
H 0.158 0.956 -13.163
H -7.817 -14.084 0.581
H 0.475 11.417 -0.106
H 2.710 -5.224 -10.447
H 6.758 9.843 2.171
C -0.674 4.607 11.850
H -3.212 -4.318 -1.987
C -4.975 2.472 4.215
N 2.681 -6.239 -8.610
H -2.030 -2.822 0.257
H -2.181 1.583 -8.334
H 3.149 -9.533 -7.469
O 5.274 -8.264 4.001
N -11.502 -14.977 -0.991
H -0.920 1.487 -3.222
C -1.844 1.245 -9.314
H -1.747 11.385 0.110
C 3.106 -7.675 -8.599
N -1.478 2.069 -11.634
C -5.610 -2.967 -1.685
C -12.979 -16.603 0.206
```

Values from the calculation:
Charge   0
Electronic energy   -102647.5870 eV
HOMO energy   -7.86 eV



Record 2
DFT (ωB97M-V/def2-TZVPD) results for a molecular structure, C50H128As3F24N9O12S2.

```
228
Properties=species:S:1:pos:R:3
H 6.289 -2.377 7.876
H 6.108 1.978 8.596
H 4.626 -1.960 9.214
O -1.832 -0.169 -2.177
H -0.733 5.941 -1.461
H 12.844 -1.511 -4.367
H 5.024 -2.512 5.078
N 5.999 -0.507 7.027
N -7.487 -9.088 0.896
H -2.522 6.917 7.518
H 10.419 -6.404 -7.595
H -1.713 -3.840 9.395
H -7.101 -8.929 -1.206
H 1.646 6.661 -3.368
H 11.576 -4.544 -6.493
H -7.889 -0.356 -5.802
C -3.112 -5.312 10.296
H 12.077 -4.970 -2.853
O -2.982 -3.037 10.823
H -2.561 -5.601 11.190
F 2.290 7.691 4.033
H 3.876 -0.753 7.294
C 7.031 1.731 8.073
H -3.973 -1.560 9.649
C 5.201 -2.886 6.086
H -4.722 4.222 12.085
C 1.424 5.830 -1.284
F 1.195 -0.421 -1.756
H -3.424 -3.739 8.901
H -8.835 -1.797 -6.041
As -6.730 6.892 1.258
H -8.939 1.906 -5.820
C 10.453 -3.114 -5.316
C 7.176 0.151 7.816
H -5.409 5.772 12.503
H 2.788 -4.446 -7.571
H -10.658 -1.040 -2.040
H 2.580 2.376 -8.853
C -3.584 7.104 10.924
H 8.951 -4.806 -3.936
H 9.475 -2.633 -5.298
F 4.237 9.213 4.370
H 3.473 4.849 -1.379
H 2.656 7.399 -1.988
H -3.238 -6.095 8.166
C -3.149 -1.721 10.344
H 5.039 -2.521 -9.695
H 5.639 1.199 5.871
C 8.310 -3.070 -2.750
H 2.052 9.380 -1.015
H 4.271 -3.609 -6.987
O 3.336 -2.726 -8.593
H -1.089 7.224 10.890
O 9.550 -5.263 -6.110
C -8.094 1.132 -3.325
H 5.549 -0.625 9.936
H -0.197 4.943 -2.500
H 1.532 -1.481 -8.808
H 1.350 -1.178 -11.672
H 7.008 2.304 7.146
C 3.693 -3.912 -7.860
N -1.328 6.885 9.969
H 12.931 -1.067 -2.731
H -3.261 -8.281 1.326
H -9.104 2.923 -4.486
H -10.959 3.163 -6.294
F 0.875 -1.968 -0.198
N 10.726 -3.537 -3.824
C -2.934 -6.399 9.168
H -7.882 0.211 -2.782
H 0.423 9.797 -1.236
H 8.968 -5.679 -8.052
N -4.565 -5.442 10.813
H -5.195 -5.163 10.075
C -4.490 5.283 12.179
H -2.173 -1.329 10.059
O 0.872 8.101 -2.196
H -9.385 -0.197 -6.646
H 0.780 8.459 -0.154
H 3.112 -0.661 -13.163
C -8.554 -7.399 -0.798
H -10.808 -0.362 -4.861
F -7.452 8.501 1.232
H 8.545 -2.593 -1.799
H -11.350 3.293 -4.563
H 10.579 -1.522 -2.981
H -6.186 -6.632 0.584
C 4.447 -1.961 -8.970
H -0.619 7.252 9.351
H -4.032 7.478 8.045
H 5.586 -3.904 6.016
H -8.216 -9.770 0.740
H -5.756 -6.811 -1.163
O -3.307 -0.339 1.583
H 8.139 -0.142 7.398
C 2.416 4.618 -1.512
H 3.881 -0.404 9.744
O -1.196 -1.596 1.920
H 3.283 1.136 -11.591
H 4.734 -0.185 -10.345
H 4.518 0.762 7.884
H -4.634 -6.430 11.013
H 5.068 -1.827 -8.084
H 9.658 -4.803 -2.424
H 11.217 -2.339 -5.377
H -0.141 4.407 -1.007
C 5.849 0.154 5.643
H -2.467 8.538 9.710
C -2.745 -3.895 9.740
H -7.325 1.224 -4.093
H 1.361 6.240 -0.276
C 10.530 -4.249 -6.412
H -3.602 5.901 8.424
H 8.048 -2.396 -3.565
H -3.741 5.436 12.956
F -5.497 7.341 2.415
H 2.755 -3.423 5.160
C -10.528 -0.019 -1.681
C 1.687 -0.421 -9.008
H -8.010 1.979 -2.644
H 12.633 -4.373 -4.439
C -10.579 1.074 -2.792
C 2.614 1.155 -10.730
H -3.482 -7.341 9.152
F -7.907 6.643 2.622
O -3.831 5.701 11.008
H -13.489 0.839 -6.688
H 7.182 -2.267 6.351
C 0.334 -1.404 -1.330
H -9.451 -7.904 -0.439
C -1.311 0.981 2.890
H 13.489 -2.626 -3.309
F -1.375 3.955 -6.332
F 2.889 8.475 6.408
H 7.875 2.088 8.663
F -4.110 5.500 -8.040
F 0.017 0.972 3.035
H 7.405 -3.638 -2.532
F 3.131 6.041 5.702
F -1.944 6.406 -7.077
H -4.362 -7.115 1.822
C 4.734 -0.876 9.257
F -8.037 6.261 0.184
H 3.055 -2.366 -12.900
C 6.227 -2.062 6.835
H -4.767 -4.898 11.639
H 11.312 -5.570 -4.282
H -11.463 1.155 -3.425
N -1.107 0.371 0.347
H -3.336 -6.837 0.407
H -11.355 0.144 -0.990
H 11.234 -2.865 -1.986
C -6.023 -7.327 -0.240
F -6.089 5.224 1.378
H 2.247 -4.153 6.690
H 10.310 -3.765 -7.364
C 2.334 -1.358 -11.238
N -9.467 0.930 -3.955
C -3.971 -7.567 0.910
F -3.462 3.203 -7.515
F -1.820 0.668 4.068
O -2.089 -2.073 -0.599
H -3.417 -1.160 11.239
H 6.815 -0.057 5.183
S -1.827 -0.300 1.523
C -8.913 -0.732 -5.822
H 7.224 -0.317 8.799
C -2.657 7.465 9.696
As -2.700 4.788 -7.267
F -5.636 7.109 -0.096
C 11.259 -2.372 -2.958
F -1.667 2.175 2.505
H 2.437 -2.277 -10.661
H -6.692 -9.678 1.095
C 9.451 -6.123 -7.181
F 5.271 7.515 5.970
C 1.065 8.926 -1.097
H -13.896 2.077 -5.511
O 4.015 -2.996 6.830
C 12.668 -1.911 -3.368
O -11.831 1.537 -5.526
C 3.098 2.362 -9.811
S -1.388 -0.800 -0.885
H 4.954 -0.309 5.227
F -3.504 4.920 -5.697
N -0.007 5.245 -1.555
H 4.398 -1.400 -12.161
H 9.089 -7.100 -6.860
H 4.279 0.143 -8.684
H 3.635 -4.760 5.859
N 2.664 -0.290 -10.165
H -4.345 7.882 10.967
C 9.389 -4.110 -3.221
C 3.109 -3.837 6.104
H 4.157 2.304 -9.560
H 1.581 1.267 -11.059
O -4.998 -8.177 0.235
H -8.733 -7.383 -1.873
C -11.003 2.622 -5.348
C -7.286 -8.238 -0.384
H -3.130 7.305 11.895
C 4.695 -0.314 7.864
H 2.873 3.353 -10.207
H 4.261 -4.717 -8.328
C -9.751 -0.418 -4.602
H -1.928 -6.817 9.169
H -12.968 2.467 -6.933
H 2.326 4.256 -2.536
C 4.127 -0.546 -9.515
F -1.868 4.756 -8.888
H -10.566 2.121 -2.488
H -9.658 -1.206 -3.856
C 11.764 -4.675 -3.855
H 0.734 0.024 -9.294
C -9.625 2.116 -5.000
H -9.637 -0.087 -1.056
H 2.103 3.825 -0.832
C 1.706 6.989 -2.330
F 4.548 6.572 3.696
As 3.778 7.560 4.991
H -8.560 -6.398 -0.366
H -1.410 5.891 10.128
C 3.341 -1.428 -12.424
C -3.174 6.903 8.392
H -7.801 -8.587 1.715
C -13.101 1.710 -6.160
H 2.125 0.141 -8.183
F 0.229 -2.451 -2.207
```

Values from the calculation:
Charge   +4
Electronic energy   -361274.2804 eV
HOMO energy   -13.20 eV



Record order is preserved below.
Relative energy (zero: lowest compared OMol25 entry of this formula, charge and spin): 970.07; 439.70 kJ/mol
Record order is preserved below.
Orbital gap: 8.3; 6.9 eV
Record order is preserved below.
Molar mass: 1127.6; 1792.5 g/mol